Density functional theory data (the ωB97M-V functional and the def2-TZVPD basis) for the molecule C4H7NO.

Structure (XYZ):
```
13
Properties=species:S:1:pos:R:3:forces:R:3:nbo_charge:R:1
C 0.9282 -1.4845 -1.0136 0.34 0.32 0.11 -0.36
N -0.5120 -1.3743 -0.0583 0.34 0.04 0.18 -0.68
C 0.0205 -0.3241 -0.9264 -0.09 0.03 -0.08 -0.16
C 0.3449 0.9091 -0.1169 0.10 -0.01 -0.24 0.05
C -0.5626 1.4770 0.8803 -0.25 0.15 -0.01 -0.12
O 0.5715 0.7021 1.2720 0.12 -0.08 0.11 -0.50
H 1.6986 -1.3662 -0.2355 -0.01 0.17 -0.09 0.13
H -0.7244 -2.2616 -0.4686 -0.74 -0.23 0.14 0.45
H -0.2974 -1.2740 0.9274 -0.04 -0.20 -0.20 0.42
H -0.6360 -0.1013 -1.7728 0.16 0.00 0.10 0.20
H 1.0677 1.5688 -0.5968 -0.10 -0.06 0.08 0.20
H -0.5065 2.5357 1.1305 0.02 -0.17 -0.06 0.19
H -1.5288 1.0052 1.0572 0.15 0.03 -0.04 0.19
```
Forces are in eV/Å.

The total charge is 0. The calculation puts the HOMO-LUMO gap at 8.9 eV. Its HOMO energy is -7.9 eV.

Density functional theory data (the ωB97M-V functional and the def2-TZVPD basis) for C4H7NO as an isolated structure.

Structure (XYZ):
```
13
Properties=species:S:1:pos:R:3:forces:R:3:nbo_charge:R:1
O -1.0862 1.3029 1.0415 -0.19 0.28 -0.22 -0.69
C -0.3597 0.4045 0.2848 -0.04 -0.12 0.12 0.20
C 0.7095 0.7187 -0.7532 0.88 -1.59 0.32 -0.34
N 0.7025 -0.9714 -0.4989 0.51 0.29 0.41 -0.33
C 0.6639 -0.5451 0.9201 -0.05 -0.16 0.77 -0.24
C -0.8005 -0.7786 -0.5624 -0.12 -0.23 -0.02 -0.28
H -1.5814 1.8867 0.4565 -0.05 0.02 0.01 0.47
H 0.8225 0.2295 -1.7028 -0.98 2.40 -1.98 0.26
H 1.5238 1.3417 -0.3599 0.22 -0.65 -0.35 0.20
H 0.3371 -1.3363 1.5907 -0.21 0.01 0.35 0.18
H 1.6294 -0.1201 1.2092 -0.29 -0.05 0.33 0.19
H -1.2094 -0.5545 -1.5587 0.21 -0.14 0.24 0.19
H -1.3516 -1.5779 -0.0669 0.10 -0.06 0.01 0.20
```
Forces are in eV/Å.

The total charge is 0. The calculation puts the HOMO-LUMO gap at 10.1 eV. Its HOMO energy is -9.4 eV.

Density functional theory data (the ωB97M-V functional and the def2-TZVPD basis) for the molecule C4H7NO.

Structure (XYZ):
```
13
Properties=species:S:1:pos:R:3:forces:R:3:nbo_charge:R:1
O 1.2651 2.0999 0.0807 0.28 -0.41 -0.11 -0.52
C 1.7744 1.0179 -0.0893 -0.04 0.52 0.03 0.45
C 1.0414 -0.2856 0.0378 0.00 0.03 -0.17 -0.56
C -0.3285 -0.0609 0.6006 -1.18 -3.15 0.04 -0.12
C -1.4374 0.2228 -0.3208 -0.53 0.21 -0.27 -0.27
N -1.4418 -1.2160 -0.1266 -0.37 0.50 -1.13 -0.58
H 2.8447 0.9331 -0.3630 -0.01 0.04 -0.02 0.11
H 1.6628 -0.9713 0.6284 -0.22 0.09 -0.03 0.24
H 0.9747 -0.7209 -0.9715 0.10 0.01 0.07 0.25
H -0.7066 -0.8792 1.2747 0.98 1.76 1.70 0.27
H -1.1459 0.4751 -1.3397 0.04 0.21 0.24 0.21
H -2.2777 0.7972 0.0543 -0.02 0.05 -0.13 0.20
H -2.2252 -1.4121 0.5345 0.97 0.14 -0.23 0.34
```
Forces are in eV/Å.

The total charge is 0. The calculation puts the HOMO-LUMO gap at 10.2 eV. Its HOMO energy is -9.2 eV.

Density functional theory data (the ωB97M-V functional and the def2-TZVPD basis) for the molecule C4H7NO.

Structure (XYZ):
```
13
Properties=species:S:1:pos:R:3:forces:R:3:nbo_charge:R:1
O -1.4705 -0.1981 1.4485 0.29 0.18 -0.06 -0.71
C -0.6835 -0.8250 0.4792 0.57 0.24 -0.70 0.04
C -0.7385 -0.2311 -0.9286 -0.46 1.15 -0.70 -0.36
C 0.5277 0.9908 -0.7965 -0.40 -2.50 0.19 -0.21
N 0.7855 1.0957 0.6573 0.08 -0.06 0.58 -0.63
C 0.6920 -0.2501 0.2697 1.27 -0.39 1.20 -0.05
H -1.0311 0.6545 1.6179 -0.11 -0.04 0.05 0.49
H -0.7074 -1.9116 0.6509 -0.11 0.49 -0.56 0.20
H -1.5805 0.3836 -1.1465 -1.06 -0.18 -0.37 0.23
H -0.5106 -1.0063 -1.6769 0.05 0.74 0.14 0.23
H 1.4550 0.9496 -1.3894 -0.70 -0.17 -0.10 0.18
H 1.7682 1.2351 0.8653 -0.02 0.63 -0.26 0.38
H 1.4936 -0.8872 -0.0511 0.59 -0.08 0.60 0.21
```
Forces are in eV/Å.

The total charge is 0. The calculation puts the HOMO-LUMO gap at 8.8 eV. Its HOMO energy is -7.9 eV.

Density functional theory data (the ωB97M-V functional and the def2-TZVPD basis) for a 2-piece molecular cluster, C4H7NO overall.

Structure (XYZ):
```
13
Properties=species:S:1:pos:R:3:forces:R:3:nbo_charge:R:1
C 0.7895 0.8155 0.9470 -0.01 0.02 0.06 -0.60
C -1.8794 -1.4274 1.4674 0.60 -1.22 -0.01 0.51
O -1.3310 -2.4214 1.4354 -0.66 1.16 0.06 -0.51
C -0.6042 0.1293 -1.0320 -0.09 -0.10 -0.15 0.15
C 0.7597 0.5691 -0.5651 0.04 -0.04 -0.06 -0.48
N -0.9207 -0.9139 -1.6817 0.26 0.25 0.19 -0.61
H -0.0123 1.5005 1.2461 0.12 -0.10 -0.04 0.21
H 1.7408 1.2626 1.2513 -0.13 -0.09 -0.04 0.22
H 0.6541 -0.1176 1.5041 0.05 0.15 -0.09 0.21
H -1.4248 0.8066 -0.7629 0.09 -0.07 -0.01 0.16
H 1.5130 -0.1742 -0.8575 -0.14 0.10 0.04 0.20
H 1.0109 1.5039 -1.0844 -0.06 -0.12 0.05 0.22
H -0.0871 -1.4769 -1.8779 -0.07 0.04 0.02 0.32
```
Forces are in eV/Å.

The total charge is 0. The calculation puts the HOMO-LUMO gap at 11.1 eV. Its HOMO energy is -10.0 eV.

Density functional theory data (the ωB97M-V functional and the def2-TZVPD basis) for C4H7NO as an isolated structure.

Structure (XYZ):
```
13
Properties=species:S:1:pos:R:3:forces:R:3:nbo_charge:R:1
C 1.9407 0.0927 0.5734 0.12 0.09 -0.01 -0.16
N 1.2914 0.0482 -0.5943 -0.11 0.00 0.17 -0.51
C 0.0199 0.3088 -0.4235 0.11 -0.34 0.09 0.53
C -0.9510 -0.6633 -0.1471 -0.05 0.05 -0.20 -0.41
C -1.7214 0.4473 0.5313 -0.24 -0.04 0.11 -0.08
O -0.5574 1.3135 0.3365 0.11 0.08 0.01 -0.50
H 1.7656 0.8644 1.3291 -0.02 -0.13 -0.15 0.19
H 2.9353 -0.3535 0.5874 -0.14 0.09 0.02 0.20
H 0.9655 -0.9227 1.2981 -0.08 0.02 -0.05 -0.02
H 0.0431 -1.0778 0.9678 0.09 0.09 -0.02 0.12
H -1.2497 -1.5783 -0.6420 0.05 0.17 0.09 0.25
H -2.5931 0.8353 -0.0034 0.14 -0.06 0.10 0.20
H -1.9253 0.3430 1.5992 0.04 -0.01 -0.16 0.20
```
Forces are in eV/Å.

The total charge is 0. The calculation puts the HOMO-LUMO gap at 9.7 eV. Its HOMO energy is -8.7 eV.

Density functional theory data (the ωB97M-V functional and the def2-TZVPD basis) for the molecule C4H7NO.

Structure (XYZ):
```
13
Properties=species:S:1:pos:R:3:forces:R:3:nbo_charge:R:1
C 1.5076 0.5872 0.6797 0.08 0.01 0.03 -0.58
C 0.2361 0.4583 -0.1583 0.06 -0.03 -0.11 -0.19
C 0.1134 -0.7939 -0.9013 0.02 -0.03 -0.02 -0.10
N -0.8910 0.2174 0.7327 -0.18 -0.03 -0.10 -0.47
C -1.9159 -0.2964 0.0401 -0.16 -0.15 0.29 0.49
O -2.9918 -0.7024 0.4085 0.38 0.14 -0.18 -0.55
H 1.3788 1.4347 1.3580 0.01 -0.10 -0.10 0.24
H 2.3870 0.7550 0.0515 -0.13 -0.02 0.09 0.21
H 1.6579 -0.3096 1.2878 -0.04 0.11 -0.09 0.22
H 0.1133 1.3412 -0.7966 0.02 -0.10 0.09 0.21
H 0.0414 -0.8868 -1.9825 -0.04 0.04 0.15 0.21
H 0.2768 -1.7142 -0.3480 -0.04 0.14 -0.03 0.22
H -1.6690 -0.3847 -1.1054 0.02 0.03 -0.02 0.09
```
Forces are in eV/Å.

The total charge is 0. The calculation puts the HOMO-LUMO gap (alpha / beta) at 7.6 / 7.7 eV. Its HOMO energy (alpha / beta) is -9.2 / -9.2 eV.

Density functional theory data (the ωB97M-V functional and the def2-TZVPD basis) for the molecule C4H7NO.

Structure (XYZ):
```
13
Properties=species:S:1:pos:R:3:forces:R:3:nbo_charge:R:1
N -1.3212 -0.4642 2.2214 0.40 0.32 -0.30 -0.64
C -0.4472 0.1210 1.5816 -0.18 -0.07 0.20 0.41
C 0.5317 0.6338 0.8726 -0.14 -0.12 0.14 -0.43
C 0.4764 0.7901 -0.6339 -0.05 0.05 -0.09 -0.43
C 0.3805 -0.5536 -1.3609 0.30 0.18 -0.16 -0.05
O -0.8337 -1.2206 -1.0921 -0.03 -0.14 0.22 -0.72
H -2.0411 0.1418 2.6154 0.05 -0.04 -0.03 0.38
H 1.4271 0.9265 1.4145 -0.14 -0.07 -0.05 0.25
H -0.3833 1.4012 -0.9330 0.11 -0.08 0.06 0.22
H 1.3768 1.3197 -0.9645 -0.12 -0.10 0.04 0.22
H 0.4003 -0.3869 -2.4431 0.01 -0.01 0.14 0.18
H 1.2485 -1.1787 -1.1012 -0.15 0.06 -0.03 0.16
H -0.8145 -1.5300 -0.1768 -0.07 0.01 -0.15 0.47
```
Forces are in eV/Å.

The total charge is 0. The calculation puts the HOMO-LUMO gap at 9.9 eV. Its HOMO energy is -9.0 eV.

Max |F| per entry: 0.79; 3.26; 3.36; 2.54; 1.36; 0.37; 0.45; 0.60 eV/A
Energy above the lowest of the compared OMol25 structures with the same formula, charge and spin per entry: 127.8; 122.4; 100.1; 124.2; 32.2; 136.8; 104.1; 49.2 kcal per mole